Computed, not measured: the molecule C5H7Cl2NS in a non-equilibrium geometry, with ωB97M-V/def2-TZVPD.

Calculated values
Energy relative to the best compared isomer or geometry (same formula, charge and spin) (kcal/mol): 30.8
Kohn-Sham gap (spin up / spin down) (Ha): 0.2178 / 0.2180
Molar mass (g/mol): 184.09
Electronic energy (eV): -42665.4382
F_max (eV/A): 4.03
HOMO level (spin up / spin down) (eV): -7.35 / -7.35

Each atom is followed by the atoms it is bonded to, with distances in Å.
CARTESIAN COORDINATES (ANGSTROEM)
1 C -0.20 -0.58 0.66  C2 1.510, C5 1.474, N6 1.264
2 C 1.23 -0.53 1.15  C1 1.510, S7 1.776, H10 1.046, H11 1.012
3 C -0.91 1.66 -0.06  C4 1.475, N6 1.306, Cl8 1.696
4 C -0.43 2.04 -1.40  C3 1.475, H12 1.082, H13 1.169, H14 1.171
5 C -0.90 -1.88 0.72  C1 1.474, Cl9 1.842, H15 1.146, H16 1.054
6 N -0.92 0.42 0.36  C1 1.264, C3 1.306
7 S 1.96 1.07 0.93  C2 1.776
8 Cl -2.14 2.70 0.45  C3 1.696
9 Cl -0.50 -2.69 -0.88  C5 1.842
10 H 1.13 -0.86 2.14  C2 1.046
11 H 1.73 -1.30 0.74  C2 1.012
12 H -1.20 2.23 -2.13  C4 1.082
13 H 0.18 1.22 -1.98  C4 1.169
14 H 0.24 3.00 -1.29  C4 1.171
15 H -2.04 -1.94 0.77  C5 1.146
16 H -0.62 -2.67 1.35  C5 1.054



Computed, not measured: the molecule C3H2N2O3 in a non-equilibrium geometry, with ωB97M-V/def2-TZVPD.

Calculated values
Energy relative to the best compared isomer or geometry (same formula, charge and spin) (kcal/mol): 158.6
Kohn-Sham gap (spin up / spin down) (Ha): 0.2598 / 0.2599
Molar mass (g/mol): 114.06
Electronic energy (eV): -12260.1065
F_max (eV/A): 2.17
HOMO level (spin up / spin down) (eV): -8.41 / -8.42
Structure (SMILES): O=C=C/C=[N+](/[O-])N=O

Each atom is followed by the atoms it is bonded to, with distances in Å.
CARTESIAN COORDINATES (ANGSTROEM)
1 O -3.46 -0.06 -0.08  C2 1.151
2 C -2.32 -0.24 -0.02  O1 1.151, C3 1.319
3 C -1.03 -0.47 0.04  C2 1.319, C4 1.420, H9 1.082
4 C -0.07 0.58 0.00  C3 1.420, N5 1.327, H10 1.082
5 N 1.25 0.46 0.00  C4 1.327, O6 1.238, N7 1.447
6 O 2.02 1.43 -0.01  N5 1.238
7 N 1.76 -0.89 0.00  N5 1.447, O8 1.196
8 O 2.96 -0.94 -0.02  N7 1.196
9 H -0.68 -1.49 0.12  C3 1.082
10 H -0.43 1.61 -0.02  C4 1.082



Computed, not measured: a 2-piece molecular cluster, C5H11O5 overall in a non-equilibrium geometry, with ωB97M-V/def2-TZVPD.

Calculated values
Energy relative to the best compared isomer or geometry (same formula, charge and spin) (kcal/mol): 15.6
Kohn-Sham gap (spin up / spin down) (Ha): 0.3127 / 0.3599
Molar mass (g/mol): 151.14
Electronic energy (eV): -15594.0656
Multiplicity: 2
F_max (eV/A): 4.11
HOMO level (spin up / spin down) (eV): -8.45 / -9.89

Each atom is followed by the atoms it is bonded to, with distances in Å.
CARTESIAN COORDINATES (ANGSTROEM)
1 C -1.41 -1.72 0.16  C2 1.511, H11 1.102, H12 1.097, H13 1.107
2 C -1.80 -0.43 -0.53  C1 1.511, O8 1.260, C9 1.584
3 C 1.56 0.88 0.62  O4 1.312, C5 1.489, H14 1.087
4 O 1.15 1.91 -0.08  C3 1.312, H15 0.957
5 C 2.07 -0.35 -0.04  C3 1.489, O6 1.420, H16 1.126, H17 1.123
6 O 3.44 -0.47 0.32  C5 1.420, O7 1.481
7 O 4.10 0.01 -0.91  O6 1.481, H18 0.966
8 O -1.36 -0.02 -1.64  C2 1.260
9 C -2.32 0.71 0.44  C2 1.584, O10 1.374, H19 1.086, H20 1.110
10 O -3.55 1.26 0.19  C9 1.374, H21 0.976
11 H -1.00 -1.42 1.14  C1 1.102
12 H -2.33 -2.30 0.30  C1 1.097
13 H -0.63 -2.22 -0.44  C1 1.107
14 H 0.84 0.60 1.39  C3 1.087
15 H 0.64 1.50 -0.78  O4 0.957
16 H 1.56 -1.21 0.49  C5 1.126
17 H 1.87 -0.35 -1.15  C5 1.123
18 H 4.66 0.68 -0.50  O7 0.966
19 H -2.34 0.24 1.42  C9 1.086
20 H -1.53 1.49 0.38  C9 1.110
21 H -3.61 1.20 -0.78  O10 0.976



Among the records above, which one has the highest energy relative to the best compared isomer or geometry (same formula, charge and spin)? C3H2N2O3



Look up the energy relative to the best compared isomer or geometry (same formula, charge and spin) of the first one. 30.8 kcal/mol